one:
This record from OMol25 describes a 2-piece molecular cluster, C12H17N overall. The level of theory is ωB97M-V/def2-TZVPD.

Values from the calculation:
- HOMO energy (eV) = -7.55
- LUMO level (Eh) = 0.033
- gap between HOMO and LUMO (eV) = 8.45
- SMILES = CCc1c[nH]c2ccccc12.CC

Last columns: bonded neighbours and bond lengths (Å).
Atoms and positions in Å:
1 C 0.4363 0.6358 2.1086  C2 1.552, H12 1.184, H13 1.063, H14 1.075
2 C 0.1632 0.6827 0.5818  C1 1.552, C3 1.447, H15 1.250, H16 1.112
3 C -0.3427 -0.5163 -0.0516  C2 1.447, C4 1.453, C11 1.422
4 C -1.6422 -0.5515 -0.7007  C3 1.453, N5 1.420, H17 1.078
5 N -1.9720 -1.8631 -1.1330  C4 1.420, C6 1.389, H18 0.985
6 C -0.9235 -2.7053 -0.7867  N5 1.389, C7 1.401, C11 1.484
7 C -0.7740 -4.0857 -0.9718  C6 1.401, C8 1.418, H19 1.074
8 C 0.4621 -4.6573 -0.5752  C7 1.418, C9 1.423, H20 1.082
9 C 1.3077 -3.8751 0.2602  C8 1.423, C10 1.332, H21 1.027
10 C 1.2315 -2.5571 0.4390  C9 1.332, C11 1.452, H22 1.099
11 C 0.0040 -1.8925 0.0384  C3 1.422, C6 1.484, C10 1.452
12 H 1.5578 0.2889 2.2599  C1 1.184
13 H -0.3104 0.0961 2.6394  C1 1.063
14 H 0.3416 1.6273 2.5141  C1 1.075
15 H -0.7669 1.5086 0.4596  C2 1.250
16 H 0.9852 0.9841 -0.1032  C2 1.112
17 H -2.3668 0.2319 -0.8546  C4 1.078
18 H -2.7989 -2.0612 -1.6310  N5 0.985
19 H -1.5599 -4.6315 -1.4605  C7 1.074
20 H 0.5747 -5.7291 -0.4756  C8 1.082
21 H 2.0391 -4.5050 0.6107  C9 1.027
22 H 1.9424 -1.8455 0.8828  C10 1.099
23 C 1.0197 4.5802 -0.2857  C24 1.523, H25 1.081, H26 1.148, H27 1.007
24 C -0.3635 4.1765 -0.7778  C23 1.523, H28 1.143, H29 1.009, H30 1.127
25 H 1.9752 4.2827 -0.6953  C23 1.081
26 H 1.0753 5.7201 -0.4099  C23 1.148
27 H 0.9237 4.5812 0.7168  C23 1.007
28 H -0.2570 3.4791 -1.6769  C24 1.143
29 H -0.9817 4.9608 -0.9199  C24 1.009
30 H -0.9801 3.6400 -0.0019  C24 1.127



two:
This record from OMol25 describes a 2-piece molecular cluster, C12H17N overall. The level of theory is ωB97M-V/def2-TZVPD.

Values from the calculation:
- HOMO energy (eV) = -7.92
- LUMO level (Eh) = 0.036
- gap between HOMO and LUMO (eV) = 8.91
- SMILES = CCc1c[nH]c2ccccc12.CC

Last columns: bonded neighbours and bond lengths (Å).
Atoms and positions in Å:
1 C -2.9050 -0.4446 -3.0409  C2 1.462, H12 1.085, H13 1.139, H14 1.091
2 C -2.9836 -0.4137 -1.5810  C1 1.462, C3 1.573, H15 1.120, H16 1.098
3 C -1.5501 -0.1555 -0.9880  C2 1.573, C4 1.356, C11 1.451
4 C -0.7484 0.6887 -1.6826  C3 1.356, N5 1.433, H17 1.062
5 N 0.6172 0.5451 -1.2724  C4 1.433, C6 1.510, H18 0.971
6 C 0.5333 -0.4447 -0.1349  N5 1.510, C7 1.404, C11 1.431
7 C 1.5677 -1.0349 0.6080  C6 1.404, C8 1.363, H19 1.122
8 C 1.2173 -1.7289 1.7271  C7 1.363, C9 1.395, H20 1.078
9 C -0.0453 -2.3141 1.8206  C8 1.395, C10 1.384, H21 1.175
10 C -1.0819 -1.8172 1.0494  C9 1.384, C11 1.414, H22 1.123
11 C -0.8319 -0.8086 0.0908  C3 1.451, C6 1.431, C10 1.414
12 H -2.1318 -1.0445 -3.5084  C1 1.085
13 H -3.0251 0.5266 -3.6244  C1 1.139
14 H -3.7560 -0.9795 -3.4660  C1 1.091
15 H -3.6252 0.4529 -1.2765  C2 1.120
16 H -3.3976 -1.4150 -1.4063  C2 1.098
17 H -0.6839 1.4426 -2.4279  C4 1.062
18 H 1.1764 1.3222 -1.1124  N5 0.971
19 H 2.6583 -0.9647 0.3531  C7 1.122
20 H 1.8932 -2.2033 2.4195  C8 1.078
21 H -0.1280 -3.0642 2.7207  C9 1.175
22 H -2.1722 -2.0662 1.1561  C10 1.123
23 C 1.8142 2.1668 1.4965  C24 1.433, H25 1.144, H26 1.108, H27 1.149
24 C 3.1514 1.8721 1.9175  C23 1.433, H28 1.227, H29 1.104, H30 1.010
25 H 1.4069 3.1428 1.0591  C23 1.144
26 H 1.3386 1.3162 0.9689  C23 1.108
27 H 1.0062 2.0808 2.3096  C23 1.149
28 H 3.8746 2.5061 1.1558  C24 1.227
29 H 3.4713 0.8258 1.7687  C24 1.104
30 H 3.3391 2.0109 2.9003  C24 1.010



Least stable: two